[1]
{
  "formula": "C30H24F3IrN3O3S2",
  "method": "ωB97M-V/def2-TZVPD",
  "gap_ev": [6.9220, 4.8029],
  "energy_ev": -74770.6535,
  "s_squared": 8.850,
  "e_above_lowest_kj_mol": 35.6,
  "spin_multiplicity": 6,
  "lumo_ev": [-0.493, -3.040],
  "elements": ["Ir", "C", "C", "N", "N", "C", "S", "S", "C", "C", "C", "C", "C", "C", "C", "C", "C", "C", "C", "C", "C", "O", "H", "H", "H", "H", "H", "H", "H", "H", "H", "H", "H", "H", "H", "H", "F", "C", "F", "F", "C", "O", "O", "C", "C", "C", "C", "C", "C", "N", "C", "C", "C", "C", "C", "C", "H", "H", "H", "H", "H", "H", "H", "H", "H", "H"],
  "coordinates": [[-0.1346, -0.1890, -0.4058], [1.1110, 0.9864, 3.9983], [0.8509, 0.1146, 2.7976], [0.6396, 0.7160, 1.6421], [0.8838, 2.0234, 1.6155], [0.9884, 2.6882, 0.5123], [0.8419, 2.0865, -1.0773], [1.4752, 4.3672, 0.6093], [0.7093, 4.8709, 2.2036], [-0.7122, 5.2369, 1.9439], [-1.0091, 6.5084, 1.4625], [-2.3134, 6.8652, 1.1784], [-3.3380, 5.9535, 1.3799], [-3.0467, 4.6811, 1.8429], [-1.7384, 4.3170, 2.1098], [0.9523, -1.3048, 2.9435], [1.5265, -1.8481, 4.1115], [1.7983, -3.1869, 4.2469], [1.4885, -4.0775, 3.2094], [0.8896, -3.6129, 2.0761], [0.5847, -2.2323, 1.8994], [-0.0781, -1.9007, 0.8708], [0.7056, 1.9758, 3.8071], [2.1814, 1.0938, 4.1681], [0.6458, 0.5794, 4.8910], [1.2832, 5.7263, 2.5533], [0.8233, 4.0248, 2.8740], [-0.2061, 7.2144, 1.3059], [-2.5337, 7.8557, 0.8041], [-4.3615, 6.2333, 1.1733], [-3.8401, 3.9693, 2.0061], [-1.5154, 3.3141, 2.4448], [1.8100, -1.1874, 4.9134], [2.2743, -3.5574, 5.1418], [1.7192, -5.1280, 3.3087], [0.6103, -4.2679, 1.2656], [2.2104, -1.3326, -4.5746], [2.6582, -1.5575, -3.3344], [2.9006, -2.8757, -3.2487], [3.8426, -0.9365, -3.2314], [1.6630, -1.0807, -2.2372], [2.0631, -1.0994, -1.0711], [0.5408, -0.6994, -2.6157], [-4.0508, 0.7272, 3.5952], [-2.9730, -0.1296, 3.4128], [-2.4062, -0.2784, 2.1672], [-2.8982, 0.4264, 1.0548], [-3.9883, 1.2982, 1.2596], [-4.5519, 1.4328, 2.5102], [-2.3042, 0.2881, -0.1688], [-3.0698, 0.3826, -1.2921], [-2.5201, 0.8896, -2.4863], [-3.3047, 1.0168, -3.6106], [-4.6383, 0.6242, -3.5933], [-5.1813, 0.0737, -2.4399], [-4.4148, -0.0527, -1.3040], [-4.4960, 0.8423, 4.5719], [-2.5845, -0.6989, 4.2459], [-1.6076, -0.9803, 2.0067], [-4.3562, 1.8804, 0.4282], [-5.3912, 2.0991, 2.6523], [-1.4844, 1.2007, -2.4928], [-2.8827, 1.4287, -4.5137], [-5.2463, 0.7354, -4.4785], [-6.2078, -0.2660, -2.4327], [-4.8202, -0.5220, -0.4173]]
}

***

[2]
{
  "formula": "C30H24F5N4O6",
  "method": "ωB97M-V/def2-TZVPD",
  "gap_ev": 7.4561,
  "energy_ev": -63320.1672,
  "charge": 1,
  "e_above_lowest_kj_mol": 0.0,
  "lumo_ev": -4.015,
  "elements": ["F", "C", "F", "F", "C", "F", "F", "N", "C", "N", "C", "N", "N", "C", "C", "C", "C", "C", "C", "C", "C", "H", "H", "H", "H", "H", "H", "H", "H", "H", "H", "H", "H", "C", "C", "C", "O", "C", "C", "C", "O", "H", "H", "H", "H", "C", "C", "C", "O", "C", "C", "C", "O", "H", "H", "H", "H", "C", "C", "C", "O", "C", "C", "C", "O", "H", "H", "H", "H"],
  "coordinates": [[2.9252, 0.5852, 1.4768], [3.4501, 0.2169, 0.2879], [2.4586, -0.3244, -0.5771], [4.3277, -0.8693, 0.5645], [4.2776, 1.3846, -0.4382], [3.7729, 1.6831, -1.6867], [5.5024, 0.7947, -0.7225], [4.5597, 2.5210, 0.3794], [3.7098, 3.4616, 0.8546], [4.2455, 4.4386, 1.6691], [3.1168, 5.1876, 1.9889], [2.0378, 4.6223, 1.3648], [2.3665, 3.5436, 0.6114], [1.4001, 2.7748, -0.1978], [-0.0964, 3.3653, -0.1414], [-0.8720, 2.5803, 0.9587], [-1.4317, 1.2710, 0.5617], [-2.1408, 0.3890, 1.4664], [-2.3169, 0.8143, 2.8517], [-1.7848, 2.1031, 3.2485], [-1.0580, 3.0012, 2.3372], [5.5306, 2.6253, 0.6939], [3.1152, 6.0740, 2.6610], [1.1351, 5.0588, 1.5305], [1.2834, 1.7028, 0.0876], [1.7013, 2.9042, -1.2732], [-0.1230, 4.4779, -0.0378], [-0.5305, 3.1320, -1.1476], [-1.2900, 0.9316, -0.4913], [-2.4889, -0.5831, 1.0638], [-2.8516, 0.1482, 3.5714], [-1.9155, 2.3885, 4.3215], [-0.6531, 3.9808, 2.6837], [-5.6761, -3.5287, 1.9514], [-6.2956, -4.3930, 1.1498], [-6.1989, -4.2791, -0.3238], [-6.7636, -5.0638, -1.0551], [-5.3854, -3.1679, -0.8706], [-4.7665, -2.3043, -0.0685], [-4.8636, -2.4189, 1.4047], [-4.2967, -1.6314, 2.1386], [-5.7362, -3.5960, 3.0303], [-6.8932, -5.2107, 1.5326], [-5.3252, -3.1002, -1.9495], [-4.1691, -1.4864, -0.4516], [-0.7142, 2.0480, -5.3882], [-0.7048, 2.0524, -4.0567], [0.2135, 1.1789, -3.2933], [0.2217, 1.1808, -2.0718], [1.1217, 0.3015, -4.0622], [1.1142, 0.2952, -5.3941], [0.1957, 1.1691, -6.1609], [0.1885, 1.1666, -7.3714], [-1.3793, 2.6793, -5.9639], [-1.3626, 2.6885, -3.4767], [1.7860, -0.3296, -3.4849], [1.7715, -0.3412, -5.9732], [1.7058, -5.5493, 2.0530], [0.7552, -5.0056, 1.2968], [0.8538, -3.6054, 0.8274], [-0.0167, -3.1087, 0.1390], [2.0509, -2.8274, 1.2267], [3.0009, -3.3757, 1.9840], [2.9022, -4.7770, 2.4546], [3.7701, -5.2719, 3.1419], [1.6502, -6.5712, 2.4063], [-0.1267, -5.5555, 0.9929], [2.1256, -1.8191, 0.8765], [3.8836, -2.8275, 2.2883]]
}

***

[3]
{
  "formula": "C30H24GeN2PtS3Se2",
  "method": "ωB97M-V/def2-TZVPD",
  "gap_ev": 5.8714,
  "energy_ev": -257444.7105,
  "charge": -2,
  "e_above_lowest_kj_mol": 3.2,
  "lumo_ev": 4.081,
  "elements": ["Pt", "S", "C", "S", "S", "Se", "Se", "C", "C", "C", "C", "C", "N", "C", "C", "C", "C", "C", "N", "H", "H", "H", "H", "H", "H", "H", "H", "C", "Ge", "C", "C", "C", "C", "C", "C", "C", "C", "C", "C", "C", "C", "C", "C", "C", "C", "C", "C", "H", "H", "H", "H", "H", "H", "H", "H", "H", "H", "H", "H", "H", "H", "H", "H"],
  "coordinates": [[1.9758, 1.6716, -1.0850], [4.0762, 5.3847, -2.6591], [3.3027, 4.0289, -2.1174], [2.5999, 3.8147, -0.5469], [3.0433, 2.5562, -3.0017], [0.9587, -6.7265, -1.4590], [1.2420, -0.8191, 0.9507], [1.2669, -1.2480, -0.8864], [1.0059, -2.5495, -1.2949], [1.0983, -2.8668, -2.6332], [1.4058, -1.8551, -3.5362], [1.6342, -0.5817, -3.0605], [1.5854, -0.2723, -1.7552], [2.4577, -6.0915, -0.5023], [2.9703, -6.8045, 0.6048], [4.0456, -6.3112, 1.3087], [4.6224, -5.1023, 0.9216], [4.0663, -4.4665, -0.1748], [3.0362, -4.9342, -0.8734], [0.7660, -3.3218, -0.5772], [0.9480, -3.8979, -2.9312], [1.4834, -2.0464, -4.5977], [1.8794, 0.2364, -3.7245], [2.4943, -7.7344, 0.8845], [4.4349, -6.8578, 2.1620], [5.4585, -4.6668, 1.4530], [4.4697, -3.5155, -0.5167], [1.0975, 1.1356, 0.7232], [-0.8065, 1.5557, 0.7777], [-1.6806, 1.1225, 2.5055], [-1.6575, -0.1618, 3.0589], [-2.2684, -0.4341, 4.2761], [-2.9191, 0.5751, 4.9726], [-2.9527, 1.8562, 4.4420], [-2.3390, 2.1223, 3.2237], [-1.7278, 0.5514, -0.6307], [-1.4482, 0.8434, -1.9668], [-2.0233, 0.1073, -2.9931], [-2.8920, -0.9354, -2.6991], [-3.1914, -1.2285, -1.3770], [-2.6150, -0.4863, -0.3533], [-1.2172, 3.4535, 0.5001], [-0.3758, 4.4461, 0.9986], [-0.6808, 5.7910, 0.8399], [-1.8431, 6.1650, 0.1806], [-2.6931, 5.1898, -0.3229], [-2.3786, 3.8463, -0.1636], [1.6269, 1.5530, 1.5820], [-1.1519, -0.9628, 2.5327], [-2.2345, -1.4392, 4.6799], [-3.3959, 0.3636, 5.9227], [-3.4569, 2.6532, 4.9766], [-2.3772, 3.1296, 2.8242], [-0.7474, 1.6381, -2.2054], [-1.7763, 0.3363, -4.0230], [-3.3236, -1.5262, -3.4982], [-3.8592, -2.0481, -1.1402], [-2.8526, -0.7330, 0.6752], [0.5467, 4.1721, 1.4968], [0.0031, 6.5449, 1.2098], [-2.0778, 7.2143, 0.0453], [-3.5965, 5.4754, -0.8495], [-3.0421, 3.0912, -0.5728]]
}

***

[4]
{
  "formula": "C30H24GeN3S4SbW",
  "method": "ωB97M-V/def2-TZVPD",
  "gap_ev": 6.1041,
  "energy_ev": -144193.6170,
  "charge": -2,
  "e_above_lowest_kj_mol": 21.0,
  "lumo_ev": 4.457,
  "elements": ["W", "S", "Sb", "S", "S", "S", "C", "C", "C", "C", "C", "C", "N", "N", "C", "C", "C", "C", "C", "N", "H", "H", "H", "H", "H", "H", "H", "H", "H", "C", "Ge", "C", "C", "C", "C", "C", "C", "C", "C", "C", "C", "C", "C", "C", "C", "C", "C", "C", "C", "H", "H", "H", "H", "H", "H", "H", "H", "H", "H", "H", "H", "H", "H", "H"],
  "coordinates": [[-0.4379, -2.5461, 0.0455], [-3.4964, -0.8060, 2.5766], [-2.5807, -2.8630, 2.2664], [-0.1989, -3.0487, 2.4709], [-2.4721, -3.6195, -0.0947], [-3.5618, -4.6043, 3.3535], [-1.9708, -0.6011, -5.1222], [-2.5178, -0.6699, -3.8478], [-1.8509, -1.2965, -2.8086], [-0.5834, -1.8724, -3.0042], [-0.0404, -1.8008, -4.3026], [-0.7261, -1.1802, -5.3327], [0.0995, -2.4777, -1.9510], [1.3491, -2.9639, -2.3447], [2.1472, -3.1141, -1.3370], [3.5137, -3.5381, -1.5324], [4.3860, -3.5081, -0.5023], [3.9430, -3.0857, 0.7872], [2.6285, -2.7873, 0.9507], [1.7046, -2.8425, -0.0448], [-2.5004, -0.1088, -5.9292], [-3.4897, -0.2310, -3.6516], [-2.3096, -1.3464, -1.8314], [0.9312, -2.2370, -4.4754], [-0.2732, -1.1430, -6.3181], [3.8001, -3.8319, -2.5332], [5.4200, -3.7982, -0.6526], [4.6175, -3.0318, 1.6297], [2.2414, -2.4968, 1.9208], [-0.9467, -0.8881, 0.3437], [-0.6107, 0.8627, 0.9576], [0.6621, 1.6639, -0.3242], [1.0977, 0.9535, -1.4414], [1.9872, 1.5217, -2.3472], [2.4581, 2.8113, -2.1441], [2.0347, 3.5330, -1.0342], [1.1429, 2.9612, -0.1365], [-2.1506, 2.0677, 0.9961], [-3.1901, 1.8789, 0.0869], [-4.2648, 2.7552, 0.0454], [-4.3217, 3.8310, 0.9240], [-3.2986, 4.0241, 1.8410], [-2.2208, 3.1459, 1.8738], [0.3241, 0.8388, 2.6870], [-0.3471, 0.8792, 3.9081], [0.3571, 0.7849, 5.1020], [1.7384, 0.6417, 5.0925], [2.4169, 0.5942, 3.8832], [1.7119, 0.6970, 2.6894], [0.7411, -0.0584, -1.6009], [2.3066, 0.9485, -3.2095], [3.1524, 3.2556, -2.8485], [2.3984, 4.5415, -0.8702], [0.8166, 3.5368, 0.7245], [-3.1664, 1.0213, -0.5758], [-5.0693, 2.5883, -0.6610], [-5.1677, 4.5084, 0.9011], [-3.3428, 4.8523, 2.5396], [-1.4351, 3.2945, 2.6096], [-1.4296, 0.9368, 3.9216], [-0.1815, 0.7988, 6.0422], [2.2834, 0.5534, 6.0256], [3.4934, 0.4663, 3.8656], [2.2487, 0.6488, 1.7482]]
}

***

[5]
{
  "formula": "C30H24GeS2W",
  "method": "ωB97M-V/def2-TZVPD",
  "gap_ev": 4.3291,
  "energy_ev": -111511.4991,
  "charge": -2,
  "e_above_lowest_kj_mol": 0.0,
  "lumo_ev": 4.675,
  "elements": ["W", "C", "C", "C", "C", "C", "H", "H", "H", "H", "H", "S", "C", "C", "C", "C", "C", "C", "S", "H", "H", "H", "H", "C", "Ge", "C", "C", "C", "C", "C", "C", "C", "C", "C", "C", "C", "C", "C", "C", "C", "C", "C", "C", "H", "H", "H", "H", "H", "H", "H", "H", "H", "H", "H", "H", "H", "H", "H"],
  "coordinates": [[-2.5443, 0.2536, 0.6227], [-4.4078, -0.4604, 1.9901], [-4.9694, 0.5685, 1.1855], [-4.2662, 1.7638, 1.4714], [-3.3562, 1.5070, 2.5237], [-3.4464, 0.1316, 2.8466], [-4.6910, -1.5008, 1.9953], [-5.6643, 0.4208, 0.3752], [-4.4079, 2.7184, 0.9894], [-2.6582, 2.2112, 2.9457], [-2.8270, -0.3888, 3.5590], [-2.9266, -1.6762, -0.7978], [-2.9721, -1.1262, -2.4758], [-3.0888, -2.0450, -3.5210], [-3.1093, -1.6386, -4.8490], [-3.0080, -0.2846, -5.1517], [-2.8886, 0.6382, -4.1207], [-2.8704, 0.2416, -2.7822], [-2.6883, 1.4393, -1.4924], [-3.1550, -3.0997, -3.2719], [-3.1955, -2.3746, -5.6425], [-3.0140, 0.0499, -6.1845], [-2.7973, 1.6970, -4.3431], [-0.7868, 0.2113, 1.0888], [1.0548, 0.1225, 0.8853], [2.0020, -0.9926, 2.2319], [1.3141, -2.0948, 2.7446], [1.9071, -2.9476, 3.6661], [3.2056, -2.7118, 4.1022], [3.9010, -1.6153, 3.6123], [3.3001, -0.7675, 2.6871], [1.9430, 1.8983, 0.9421], [1.2117, 2.9840, 1.4243], [1.7716, 4.2535, 1.4884], [3.0777, 4.4633, 1.0635], [3.8139, 3.3983, 0.5621], [3.2448, 2.1312, 0.4996], [1.5500, -0.6867, -0.8506], [2.7838, -1.2746, -1.1249], [3.0506, -1.8274, -2.3730], [2.0761, -1.8054, -3.3633], [0.8369, -1.2334, -3.1014], [0.5802, -0.6788, -1.8538], [0.2933, -2.2676, 2.4157], [1.3534, -3.7982, 4.0489], [3.6701, -3.3757, 4.8232], [4.9120, -1.4165, 3.9528], [3.8529, 0.0942, 2.3264], [0.1814, 2.8114, 1.7233], [1.1838, 5.0861, 1.8596], [3.5143, 5.4552, 1.1081], [4.8273, 3.5579, 0.2089], [3.8219, 1.3142, 0.0762], [3.5458, -1.3235, -0.3511], [4.0152, -2.2857, -2.5684], [2.2782, -2.2465, -4.3339], [0.0573, -1.2287, -3.8556], [-0.3925, -0.2494, -1.6370]]
}

***

[6]
{
  "formula": "C30H25As2Cl3CoN3O16S2",
  "method": "ωB97M-V/def2-TZVPD",
  "gap_ev": [7.2568, 7.2767],
  "energy_ev": -287287.1869,
  "charge": -1,
  "s_squared": 0.770,
  "e_above_lowest_kj_mol": 0.0,
  "spin_multiplicity": 2,
  "lumo_ev": [1.480, 1.482],
  "elements": ["Co", "S", "C", "N", "C", "C", "C", "C", "C", "C", "S", "H", "H", "H", "H", "O", "C", "O", "C", "C", "C", "C", "C", "C", "N", "O", "O", "N", "O", "O", "H", "H", "H", "C", "O", "C", "O", "C", "C", "As", "C", "C", "C", "As", "C", "C", "O", "O", "C", "C", "O", "O", "C", "C", "O", "O", "C", "H", "H", "H", "H", "H", "H", "H", "H", "H", "H", "H", "H", "H", "H", "H", "H", "H", "H", "Cl", "C", "Cl", "Cl", "C", "O", "O"],
  "coordinates": [[0.9962, 0.2611, -0.8003], [3.3905, 0.7756, -0.9357], [2.5786, 2.2611, -0.8581], [1.2671, 2.2241, -0.8398], [0.6813, 3.4775, -0.7697], [-0.6807, 3.7662, -0.7581], [-1.0751, 5.0891, -0.6978], [-0.1393, 6.1243, -0.6478], [1.2166, 5.8482, -0.6622], [1.6165, 4.5202, -0.7261], [3.2387, 3.8740, -0.7695], [-1.4033, 2.9639, -0.7781], [-2.1319, 5.3237, -0.6851], [-0.4755, 7.1519, -0.5991], [1.9482, 6.6451, -0.6290], [-2.9558, 0.8634, -1.6856], [-1.7568, 0.7030, -1.8998], [-0.9136, 0.4042, -0.9868], [-1.3079, 0.9213, -3.3490], [-2.3163, 1.1969, -4.2639], [-2.0033, 1.4003, -5.5951], [-0.7110, 1.3396, -6.0721], [0.2727, 1.0738, -5.1439], [0.0032, 0.8631, -3.8032], [1.6689, 0.9998, -5.6116], [1.8734, 1.1816, -6.7981], [2.5275, 0.7801, -4.7869], [-3.0858, 1.6940, -6.5512], [-2.7812, 1.8524, -7.7182], [-4.2183, 1.7659, -6.1207], [-3.3374, 1.2461, -3.9175], [-0.4804, 1.4915, -7.1139], [0.8387, 0.6532, -3.1558], [-3.5502, 2.2341, 1.2596], [-2.7922, 1.0700, 1.6147], [-1.5216, 1.2368, 1.9481], [-0.9193, 2.2840, 1.9182], [-0.8622, -0.0522, 2.3424], [-1.5179, -1.0096, 2.9882], [-0.9445, -2.8462, 3.3895], [-1.4048, -3.5929, 1.6292], [0.9813, -2.7156, 3.0512], [1.6821, -1.6700, 2.6136], [0.9931, -0.0686, 1.7289], [1.7380, 1.2511, 2.9631], [3.1772, -1.6492, 2.7521], [3.7869, -2.0501, 3.7100], [3.7211, -1.0391, 1.6961], [5.1433, -0.8770, 1.6602], [1.6255, -4.0030, 3.4727], [1.2441, -4.6575, 4.4125], [2.5637, -4.4173, 2.6176], [3.2010, -5.6475, 2.9640], [-2.8884, -0.7726, 3.5479], [-3.2128, 0.1405, 4.2574], [-3.6968, -1.7997, 3.2205], [-5.0242, -1.7736, 3.7517], [-4.4838, 2.1753, 1.8157], [-3.7300, 2.1891, 0.1865], [-3.0045, 3.1364, 1.5248], [-2.4815, -3.7363, 1.5747], [-0.9011, -4.5532, 1.5186], [-1.0759, -2.9197, 0.8384], [1.4102, 1.0401, 3.9792], [1.3878, 2.2319, 2.6541], [2.8242, 1.2028, 2.8978], [5.3361, 0.1532, 1.3721], [5.5394, -1.5450, 0.8975], [5.5750, -1.1057, 2.6307], [3.8755, -5.8676, 2.1423], [2.4634, -6.4401, 3.0792], [3.7529, -5.5323, 3.8959], [-5.2977, -2.8055, 3.9557], [-5.6971, -1.3497, 3.0074], [-5.0599, -1.1779, 4.6601], [-0.6882, -4.7008, -1.8688], [0.8889, -3.8981, -1.6997], [1.5767, -4.3149, -0.1238], [1.9818, -4.4676, -2.9784], [0.6789, -2.3505, -1.8922], [0.1781, -2.0032, -2.9437], [1.0837, -1.6717, -0.9049]]
}

***

- Which formula does entry 3 have?
  C30H24GeN2PtS3Se2